An isolated molecule of CHClF2OS2 at a distorted geometry, computed with wB97M-V/def2-TZVPD.

Charge: 0
Relative energy (zero: lowest compared OMol25 entry of this formula, charge and spin): 43.79 kcal/mol
Orbital gap: 0.2795 Eh

Each line ends with the natural charge from an NBO analysis.
Positions of all 8 atoms, in Å:
C1 1.091 -0.104 -0.355  0.407
O1 0.328 0.981 1.800  -0.877
F1 0.266 -0.641 -1.344  -0.346
F2 2.109 0.492 -0.934  -0.317
S1 -2.281 0.372 -0.102  -0.073
S2 -0.076 1.255 0.455  1.144
Cl1 -2.994 -1.522 0.035  -0.124
H1 1.556 -0.834 0.444  0.186